[1]
65
Properties=species:S:1:pos:R:3 method="wB97M-V/def2-TZVPD" charge=+1 orbital_gap_ha=0.2595 homo_energy_ev=-10.609 relative_energy_kcal_mol=6.9
Y 0.76814 -1.02562 -0.75704
C -3.94661 0.19133 -0.76772
O -3.79394 -0.45171 0.49507
C -3.41754 -1.76980 0.43037
C -4.28601 -2.73683 0.90004
C -3.93077 -4.08037 0.89882
C -2.69723 -4.45380 0.41439
C -1.78364 -3.49417 -0.04733
C -0.51937 -3.98414 -0.55001
N 0.50424 -3.27979 -0.89885
N 1.56407 -4.02033 -1.42640
C 2.44653 -3.22456 -1.96090
O 2.32782 -1.91597 -1.95924
C 3.64150 -3.80746 -2.60660
C 4.61545 -2.97573 -3.15060
C 5.73824 -3.52282 -3.75009
C 5.89400 -4.90024 -3.81016
C 4.92369 -5.73350 -3.26865
C 3.80033 -5.19175 -2.66858
C -2.14484 -2.12713 -0.03223
O -1.28568 -1.19341 -0.42476
H -4.52166 1.09688 -0.58641
H -4.49677 -0.44450 -1.46409
H -2.97629 0.44146 -1.20278
H -5.25215 -2.41331 1.26618
H -4.62287 -4.82528 1.26510
H -2.41779 -5.49979 0.39201
H -0.43239 -5.06399 -0.65636
H 4.48884 -1.90316 -3.10011
H 6.49404 -2.87298 -4.17091
H 6.77168 -5.32622 -4.27833
H 5.04503 -6.80749 -3.31556
H 3.04161 -5.83402 -2.24462
C -0.76501 2.80008 4.79809
C -2.08319 3.26963 4.19160
C -2.11739 3.29170 2.66429
C -2.03964 1.91639 2.00530
N -0.68931 1.33356 1.97707
C 0.29163 1.44082 1.10596
S 1.70364 0.43096 1.33109
N 0.28898 2.20920 0.00148
C -0.54304 3.37012 -0.37053
C 0.13097 4.69569 -0.01428
C 1.15748 5.18625 -1.03357
C 2.36375 4.27203 -1.22914
H -0.75331 2.97519 5.87310
H 0.08512 3.33418 4.36701
H -0.59426 1.73108 4.65527
H -2.29697 4.28066 4.54341
H -2.90373 2.64648 4.55866
H -1.30815 3.92645 2.29307
H -3.05048 3.75720 2.33645
H -2.43385 1.90708 0.99102
H -2.65391 1.20279 2.55399
H -0.48916 0.65553 2.69740
H 1.22111 2.26018 -0.39159
H -1.50999 3.28554 0.10701
H -0.71576 3.30227 -1.44647
H 0.59690 4.59265 0.97147
H -0.64821 5.45333 0.09221
H 1.50135 6.17235 -0.71793
H 0.65701 5.33641 -1.99447
H 2.81792 3.98593 -0.27692
H 3.13325 4.76628 -1.82041
H 2.10658 3.36221 -1.78328

[2]
83
Properties=species:S:1:pos:R:3 method="wB97M-V/def2-TZVPD" charge=-1 orbital_gap_ha=0.1905 homo_energy_ev=-2.998 relative_energy_kcal_mol=0.0
O 1.81451 1.82709 -3.47089
C 1.66122 1.58017 -2.35026
Co 1.55583 1.31384 -0.62991
C 0.12433 2.34909 -0.52318
O -0.82127 3.00678 -0.65974
C 1.01859 -0.33040 -0.90267
O 0.69288 -1.41328 -1.17321
C 3.14290 1.31229 0.25230
C 2.78835 2.53871 -0.30794
C 3.25813 3.76419 -0.68215
C 2.39914 4.90198 -0.90935
C 2.71087 5.83277 -1.93703
C 1.77801 6.78156 -2.33067
C 0.54810 6.87066 -1.65362
C 0.28434 6.05324 -0.54566
C 1.23238 5.11995 -0.13826
Co 2.17487 1.65246 1.79117
C 0.89745 2.65050 2.45509
O 0.10713 3.30943 2.99866
C 3.57838 1.83701 2.77478
O 4.52366 1.93444 3.44668
P 1.55751 -0.27562 2.42193
C -0.18798 -0.77836 2.21123
C -0.66618 -2.00931 2.69416
C -1.99423 -2.37487 2.43956
C -2.84409 -1.52219 1.72399
C -2.38003 -0.27585 1.30361
C -1.06329 0.09725 1.56538
C 2.56101 -1.59650 1.65493
C 1.98100 -2.71005 1.03976
C 2.79033 -3.61506 0.35192
C 4.17540 -3.42921 0.30489
C 4.75785 -2.34115 0.95876
C 3.95360 -1.42626 1.64390
C 1.83543 -0.59144 4.20821
C 2.69975 -1.58714 4.68777
C 2.94141 -1.69522 6.06272
C 2.30223 -0.83784 6.96280
C 1.41320 0.13099 6.48552
C 1.16895 0.24940 5.11481
H 4.05781 0.74452 0.18614
H 4.32684 3.87302 -0.89173
H 3.66864 5.72593 -2.45289
H 1.99299 7.44342 -3.17365
H -0.19678 7.60750 -1.96802
H -0.66483 6.12992 -0.00699
H 1.10227 4.55281 0.78998
H -0.00035 -2.67784 3.24709
H -2.36062 -3.33704 2.79876
H -3.86989 -1.82093 1.50018
H -3.03516 0.42047 0.77836
H -0.70653 1.08342 1.24473
H 0.90784 -2.88165 1.11755
H 2.32039 -4.45910 -0.15508
H 4.80078 -4.13415 -0.24598
H 5.83690 -2.18502 0.94171
H 4.40796 -0.56614 2.15080
H 3.18548 -2.27823 3.99589
H 3.63815 -2.45432 6.42164
H 2.49227 -0.92729 8.03500
H 0.90623 0.80309 7.17821
H 0.46667 1.00241 4.74293
C -6.77576 -0.89301 -3.90063
C -5.44202 -1.58482 -3.92262
C -4.33663 -0.92173 -3.37174
C -3.07057 -1.51149 -3.39475
C -2.96213 -2.82109 -3.95744
C -4.03345 -3.49146 -4.49345
C -5.29147 -2.86523 -4.48271
C -6.44637 -3.60309 -5.08314
N -1.61299 -3.12228 -3.90290
C -0.96126 -2.05580 -3.34379
N -1.80712 -1.07305 -3.02644
H -7.55995 -1.51547 -4.33312
H -7.07014 -0.63674 -2.87509
H -6.74110 0.04911 -4.46294
H -4.42896 0.06878 -2.92488
H -3.88923 -4.48417 -4.91638
H -6.09975 -4.57090 -5.46523
H -7.24375 -3.79482 -4.35061
H -6.89990 -3.05245 -5.91991
H -1.19431 -3.99141 -4.21704
H 0.11812 -2.09773 -3.22979

[3]
21
Properties=species:S:1:pos:R:3 method="wB97M-V/def2-TZVPD" charge=+1 orbital_gap_ha=0.4304 homo_energy_ev=-14.475 relative_energy_kcal_mol=109.3
C 2.26404 -0.70335 0.10700
C 1.15217 -0.72467 -0.83226
C 0.52751 0.85703 0.38988
C -0.12819 2.22255 0.05814
C -1.22207 -0.18028 -1.11898
C -0.69339 -1.35679 0.84180
N 1.74044 0.59381 -0.31703
N -0.14842 -0.46644 -0.12693
H 2.14492 -0.92834 1.21040
H 3.19708 -1.11261 -0.28779
H 1.26066 -1.07868 -1.78376
H 0.64324 0.64194 1.79954
H -1.20036 2.16925 0.42066
H 0.09062 2.37553 -1.09361
H 0.46120 2.99842 0.57617
H -2.10940 -0.61722 -0.66602
H -1.13952 0.86337 -1.46121
H -1.12827 -0.73710 -2.12831
H -1.50960 -0.84187 1.32889
H -1.17052 -2.22152 0.41064
H 0.08367 -1.83306 1.53657

[4]
7
Properties=species:S:1:pos:R:3 method="wB97M-V/def2-TZVPD" charge=0 orbital_gap_ha=0.4029 homo_energy_ev=-10.525 smiles="N#C/C=C/F" relative_energy_kcal_mol=0.1
N 2.53507 -0.25517 0.00277
C 1.42640 0.07578 -0.00370
C 0.06351 0.50496 -0.00514
C -0.91319 -0.40881 -0.00325
F -2.19167 -0.02773 0.00169
H -0.15225 1.57804 0.00874
H -0.76787 -1.46707 -0.00111

[5]
44
Properties=species:S:1:pos:R:3 method="wB97M-V/def2-TZVPD" charge=+1 orbital_gap_ha=0.3097 homo_energy_ev=-12.099 relative_energy_kcal_mol=184.9
N -0.36436 -0.14004 0.11204
H -1.02864 -0.19370 -0.86923
H -0.77271 -0.65541 0.78996
H -0.30609 0.80505 0.41434
H 0.61857 -0.71165 -0.21436
O 1.52842 -0.02941 -2.13840
H 2.11495 0.56758 -1.62492
H 2.08638 -0.57342 -2.59553
O -0.71679 3.10115 -0.86460
H -0.88937 2.86858 -1.68590
H -0.53350 3.84847 -0.51872
O 0.70452 2.78899 2.45575
H 1.16750 1.98885 2.12144
H 1.05418 3.28763 1.80717
O -1.38409 -2.35932 1.72214
H -1.70682 -2.10211 2.66104
H -1.27543 -3.38069 1.88391
O 1.36992 -3.25330 0.37545
H 2.08850 -2.57200 0.39054
H 1.88009 -3.95820 0.14880
O 1.58462 -0.24594 2.30791
H 1.98481 -0.41155 3.26356
H 2.24923 -0.60354 1.78171
O 2.44963 1.69527 0.08377
H 3.33510 1.87012 0.56130
H 2.57046 2.05881 -0.71373
O -0.99836 -0.09506 -3.36134
H -1.27660 0.76008 -3.65854
H -0.05516 -0.09841 -3.21392
O 3.22152 -1.39217 0.60262
H 3.66079 -2.01388 1.43764
H 3.73315 -1.11524 -0.18542
O -2.29882 1.67150 2.18413
H -2.26534 2.63668 1.81955
H -2.58608 1.84645 3.06300
O -3.77907 -0.74862 -2.57008
H -3.63917 0.00020 -1.90350
H -3.01445 -1.22476 -2.80136
O -0.75039 -2.71014 -0.99026
H -0.84314 -2.49861 -0.06287
H 0.18593 -2.92246 -1.03395
O -3.08593 1.19214 -0.62464
H -2.92766 2.08388 -0.68042
H -3.09026 0.93820 0.32391

[6]
11
Properties=species:S:1:pos:R:3 method="wB97M-V/def2-TZVPD" charge=-1 orbital_gap_ha=0.3131 homo_energy_ev=-5.814 relative_energy_kcal_mol=49.5
C -0.73866 -0.28781 1.88170
C -1.31037 -0.42225 0.39515
C -1.50729 -1.70270 -0.31565
O 0.51490 -0.31231 1.87653
O -1.66381 -0.23976 2.72079
O 0.09832 0.19467 -0.81250
F -2.41026 -2.58945 0.15575
F -1.90565 -1.58216 -1.64592
F -0.32445 -2.34533 -0.41845
I -3.12039 0.65119 -0.10232
H 0.65621 -0.09994 -0.10145

[7]
51
Properties=species:S:1:pos:R:3 method="wB97M-V/def2-TZVPD" charge=-2 orbital_gap_ha=0.2086 homo_energy_ev=-1.825
Tl 0.81046 2.23370 1.80930
C 1.45827 5.68185 0.31964
Se 0.34181 4.55918 -0.78471
C -1.34803 5.54895 -0.64019
C -2.03711 5.23414 0.66867
Se -2.59735 3.36145 0.64637
C -2.84890 3.16544 2.53849
H 1.63413 6.66638 -0.09916
H 2.39645 5.13825 0.45999
H 1.00818 5.79183 1.32124
H -1.94614 5.22164 -1.47825
H -1.18855 6.62610 -0.73645
H -2.92877 5.87254 0.82302
H -1.32575 5.42171 1.49599
H -3.71645 3.77192 2.87557
H -1.94449 3.39569 3.08166
H -3.07531 2.11134 2.69327
Br 2.21153 -4.39366 -5.68060
C 1.25423 -4.51121 -4.04319
C 1.44656 -5.65139 -3.28054
C 0.69102 -5.83816 -2.14486
C -0.28861 -4.93495 -1.73028
C -0.41841 -3.75833 -2.47008
C 0.33605 -3.55853 -3.61390
N -1.14967 -5.38998 -0.72215
N -1.88675 -4.61455 -0.00459
C -1.61514 -3.33212 0.38961
C -2.77369 -2.67109 0.82809
C -2.81150 -1.35757 1.17397
C -1.60861 -0.58730 1.27616
O -1.58715 0.55883 1.76597
C -0.35334 -1.27948 0.91624
N 0.75954 -0.55425 1.08941
C 1.95144 -1.14087 0.97996
C 2.06190 -2.49693 0.63841
C 0.91537 -3.24822 0.41955
C -0.35412 -2.63621 0.52761
H 2.17151 -6.37619 -3.56225
H 0.78402 -6.73653 -1.54498
H -1.16597 -3.01442 -2.17967
H 0.16600 -2.66615 -4.20854
H -3.68868 -3.26024 0.78247
H -3.73860 -0.85177 1.47184
H 2.81165 -0.48879 1.15928
H 3.05197 -2.93322 0.57640
H 0.97561 -4.27921 0.19020
O 3.53145 3.79167 1.77967
S 3.94438 2.46906 1.31642
O 5.36759 2.39528 0.99846
O 3.51542 1.41624 2.27109
S 2.80056 2.12814 -0.35962

| no. | E_tot (eV) |
| --- | --- |
| 1 | -49386.3671 |
| 2 | -140796.0141 |
| 3 | -9402.1284 |
| 4 | -7349.7100 |
| 5 | -28585.3082 |
| 6 | -25522.9902 |
| 7 | -259771.8560 |